Molecular formula: C50H50N10
Method: DFT, the ωB97M-V functional and the def2-TZVPD basis

Results
net charge	0
maximum force	3.3	eV/Å
orbital gap	10.030	eV
E_HOMO	-9.4860	eV
LUMO energy	0.54	eV
E	-67556.6682	eV

Cartesian coordinates (Å):
N1 2.715781 6.361364 4.313941
C1 2.439091 7.707304 4.329441
C2 3.356611 8.646464 4.851881
C3 4.644511 8.223164 5.162261
C4 4.960031 6.850234 5.083751
C5 3.959671 5.979844 4.635641
H1 1.476231 7.974014 3.919361
H2 3.244451 9.720554 4.863601
H3 5.405621 8.889864 5.539931
H4 5.933471 6.476524 5.365131
H5 4.157031 4.919734 4.695711
N2 -6.913179 -4.208556 -4.822009
C6 -8.041489 -3.458016 -4.640449
C7 -9.059619 -3.335606 -5.534689
C8 -8.948489 -3.978066 -6.772319
C9 -7.827289 -4.739686 -7.042069
C10 -6.869679 -4.806176 -6.039099
H6 -8.221849 -3.100096 -3.637569
H7 -9.916269 -2.739916 -5.255929
H8 -9.723349 -3.918976 -7.522319
H9 -7.587529 -5.197486 -7.990399
H10 -5.926369 -5.321496 -6.144039
N3 -0.161119 -8.868116 1.969831
C11 -0.324949 -10.117466 2.434031
C12 0.329301 -10.613676 3.552321
C13 1.300311 -9.829526 4.230901
C14 1.459051 -8.481456 3.752671
C15 0.703271 -8.085116 2.700991
H11 -0.869989 -10.875366 1.890971
H12 0.255961 -11.668116 3.774061
H13 1.713201 -10.034786 5.207521
H14 2.135841 -7.838246 4.295461
H15 0.915871 -7.088656 2.342841
N4 3.812471 5.244374 -5.621719
C16 4.156221 5.574674 -6.889679
C17 3.396121 6.396244 -7.773509
C18 2.087911 6.782304 -7.340599
C19 1.704851 6.420064 -6.079679
C20 2.578011 5.726844 -5.230439
H16 5.108011 5.112574 -7.106409
H17 3.664761 6.571984 -8.804699
H18 1.460601 7.351724 -8.010409
H19 0.683721 6.651184 -5.814559
H20 2.279561 5.520644 -4.213189
N5 -8.345219 -8.296536 2.487501
C21 -9.121509 -7.524506 3.310321
C22 -8.800549 -6.190046 3.657491
C23 -7.500009 -5.808326 3.360371
C24 -6.705309 -6.624516 2.552241
C25 -7.163869 -7.833406 2.139831
H21 -10.119389 -7.819456 3.599511
H22 -9.478139 -5.593896 4.250691
H23 -7.080059 -4.871126 3.694601
H24 -5.693819 -6.309476 2.342381
H25 -6.565219 -8.449116 1.484911
N6 7.006491 -4.753126 0.390101
C26 7.443761 -5.970466 0.102181
C27 8.352511 -6.291336 -0.871819
C28 8.810421 -5.236476 -1.577109
C29 8.352611 -3.938636 -1.347759
C30 7.403321 -3.716696 -0.352199
H26 7.129471 -6.777996 0.746791
H27 8.762191 -7.287196 -0.954489
H28 9.614881 -5.497276 -2.248839
H29 8.811451 -3.100946 -1.851889
H30 6.911561 -2.768066 -0.195079
N7 -0.525939 -1.033786 0.909831
C31 0.496821 -0.145776 1.206171
C32 1.362601 0.349784 0.211521
C33 1.208111 -0.112746 -1.070659
C34 0.202191 -1.025086 -1.356939
C35 -0.641329 -1.478296 -0.364559
H31 0.630361 0.245514 2.203901
H32 2.237191 0.967174 0.354031
H33 1.920061 0.140914 -1.842139
H34 0.049251 -1.448166 -2.338779
H35 -1.419469 -2.176216 -0.636219
N8 9.211361 2.869814 0.838241
C36 9.377301 3.633024 -0.274539
C37 10.641481 3.831704 -0.886239
C38 11.761931 3.268184 -0.308209
C39 11.574201 2.427584 0.733301
C40 10.312711 2.278244 1.310271
H36 8.519361 4.050794 -0.780299
H37 10.765961 4.433904 -1.774079
H38 12.713701 3.511264 -0.757049
H39 12.435811 1.998754 1.223321
H40 10.148141 1.583724 2.120801
N9 -5.109349 5.965164 -3.659559
C41 -4.626329 6.597494 -2.568669
C42 -3.952909 5.958634 -1.537729
C43 -3.589489 4.671144 -1.739179
C44 -4.009299 4.013014 -2.903629
C45 -4.737909 4.714614 -3.825589
H41 -4.753669 7.669884 -2.581489
H42 -3.640659 6.478364 -0.643989
H43 -2.993259 4.166944 -0.993049
H44 -3.818789 2.976914 -3.141539
H45 -5.075189 4.246774 -4.738699
N10 -5.556789 5.380094 4.837331
C46 -4.928599 4.181224 4.859841
C47 -5.639989 2.969344 4.890761
C48 -7.038249 3.016534 4.937401
C49 -7.682949 4.229214 5.015981
C50 -6.908919 5.369074 5.006881
H46 -3.850799 4.238634 4.821871
H47 -5.064359 2.061774 4.784181
H48 -7.521179 2.055074 5.031041
H49 -8.744069 4.406834 5.110151
H50 -7.411019 6.324534 4.969791

Atomic forces in eV per Å
N 0.3 1.6 -0.4
C 1.4 -1.2 0.8
C 0.4 -0.4 -1.1
C 0.1 -1.8 0.4
C -0.9 0.9 -0.4
C -0.2 0.7 1.0
H -0.1 0.2 0.2
H -0.8 0.0 0.0
H -0.1 0.3 -0.1
H 0.0 0.0 -0.1
H -0.1 -0.2 -0.4
N -1.9 0.5 -1.4
C 1.2 -1.4 1.1
C -0.3 -0.1 -1.2
C -0.2 0.0 -0.1
C 0.5 0.5 0.6
C 1.1 0.5 1.5
H 0.4 0.4 0.1
H -0.1 0.0 -0.2
H -0.2 0.2 0.0
H -0.4 -0.1 -0.1
H 0.0 -0.4 -0.5
N 0.6 0.0 1.3
C 1.0 0.6 0.0
C 2.1 0.4 0.9
C -2.0 1.8 -1.1
C 0.0 -2.8 1.8
C -0.6 -0.2 -1.9
H -0.6 0.5 -0.5
H -0.4 0.0 0.3
H 0.4 -0.7 -0.2
H 0.0 0.3 -0.3
H -0.6 0.2 -0.4
N -2.4 1.7 -0.4
C -0.5 0.3 0.4
C -1.2 -1.0 1.4
C 2.6 -0.5 -1.0
C -0.2 -0.2 0.6
C 1.2 -0.5 -1.0
H 0.2 0.3 -0.8
H 0.4 0.1 0.1
H -0.2 -0.1 0.0
H 0.0 0.0 0.6
H 0.0 -0.2 0.1
N -2.0 0.1 1.7
C 0.7 1.3 -1.4
C 0.9 -1.7 0.1
C 0.1 0.2 -0.6
C 0.6 1.5 1.1
C -0.2 -0.4 -0.4
H 0.0 -0.8 -0.2
H 0.0 0.0 0.0
H -0.1 0.2 0.0
H 0.0 0.0 -0.2
H 0.0 -0.2 -0.1
N -0.8 0.2 0.1
C -0.3 -0.4 1.2
C -0.4 -0.2 0.7
C 1.2 0.8 -1.0
C 0.2 0.3 0.1
C 0.4 -1.5 -0.7
H -0.4 0.0 0.3
H -0.2 0.0 -0.2
H 0.1 0.7 -0.5
H -0.1 0.0 -0.3
H 0.3 0.2 0.2
N 1.3 0.9 0.3
C -0.9 -0.6 -1.9
C -0.2 -0.7 0.3
C -0.3 -0.8 -0.7
C -0.1 -0.2 -0.4
C 0.8 1.3 1.2
H -0.4 -0.4 0.3
H -0.2 0.3 0.7
H 0.0 0.3 -0.1
H 0.2 0.2 -0.2
H -0.2 -0.1 0.5
N 0.3 0.6 -1.1
C 1.5 -0.7 -0.1
C -1.2 0.1 0.6
C -0.3 0.8 -1.4
C 0.4 -0.4 1.9
C -0.3 0.0 -0.8
H -0.3 0.1 0.4
H -0.3 0.1 0.0
H 0.3 -0.3 0.2
H 0.0 -0.3 0.0
H 0.1 0.1 0.3
N 0.9 1.6 0.5
C -0.7 -0.2 -0.7
C 0.1 1.3 -0.3
C 0.0 -2.0 -0.4
C 0.5 -0.2 0.5
C -0.7 -0.3 -0.1
H -0.4 0.1 0.3
H 0.0 0.2 -0.1
H 0.0 -0.2 0.0
H 0.4 -0.1 0.3
H -0.1 -0.2 -0.1
N -0.8 -0.7 0.9
C -1.5 0.7 -0.2
C 0.3 1.2 -0.3
C 1.0 -1.0 0.5
C 0.1 0.5 0.3
C 1.6 0.1 -1.2
H 0.1 -0.2 -0.1
H -0.3 -0.3 0.2
H -0.5 0.1 -0.3
H -0.2 -0.6 0.0
H 0.2 0.3 0.2

Atom charges from the Löwdin analysis, given in e for atoms 1 to 5:
1. N 0.042
2. C -0.120
3. C -0.078
4. C -0.088
5. C -0.069

---

Molecular formula: C50H50N3O2
Method: DFT, the ωB97M-V functional and the def2-TZVPD basis

Results
net charge	+1
maximum force	4.7	eV/Å
orbital gap	6.408	eV
E_HOMO	-10.1102	eV
LUMO energy	-3.70	eV
E	-61219.9204	eV

Cartesian coordinates (Å):
C1 0.235178 1.980152 -5.036427
O1 -0.902396 1.933646 -4.149541
C2 -0.705682 2.275808 -2.849816
C3 -1.847054 2.235924 -2.008792
C4 -1.719142 2.516579 -0.654437
C5 -0.468361 2.897984 -0.124983
C6 -0.415610 3.457189 1.243060
C7 0.410252 2.612994 2.156956
C8 -0.057804 2.387868 3.479905
C9 0.663270 1.642246 4.402098
C10 1.841063 0.990343 4.012214
C11 2.578412 0.122487 4.967860
C12 2.243073 1.059466 2.679252
C13 1.553999 1.859191 1.775063
C14 0.673033 2.827928 -0.939178
C15 0.555603 2.570062 -2.301450
H1 -0.210432 1.800222 -6.017787
H2 0.740248 2.963572 -5.022934
H3 0.965968 1.187023 -4.797445
H4 -2.803315 2.004003 -2.454408
H5 -2.600803 2.516247 -0.023440
H6 -1.455861 3.552415 1.684634
H7 -1.035653 2.802058 3.773485
H8 0.317360 1.539181 5.440072
H9 3.574555 -0.093263 4.568263
H10 2.665044 0.620842 5.940518
H11 2.079369 -0.844600 5.140458
H12 3.101747 0.475427 2.340518
H13 1.920709 1.845569 0.751269
H14 1.659924 3.071533 -0.533157
H15 1.452704 2.605035 -2.929591
C16 1.455715 10.764737 -1.880483
C17 0.806783 10.184210 -0.639241
C18 -0.479162 9.640948 -0.734080
C19 -1.128902 9.119806 0.395429
C20 -2.593054 8.806890 0.351343
C21 -0.392303 9.029741 1.586296
N1 -0.995744 8.483686 2.752573
C22 -1.477516 7.202643 2.966758
C23 -1.601089 5.977450 2.107172
C24 -0.526616 5.357571 1.190753
C25 -1.072489 5.656688 -0.220605
C26 0.841402 5.971858 1.332079
C27 1.418104 6.203238 2.577742
C28 2.753796 6.625056 2.657780
C29 3.495933 6.835834 1.496511
C30 2.873337 6.760131 0.260890
C31 1.543677 6.348482 0.162699
O2 -2.763599 5.462000 2.067241
N2 -2.220072 7.290037 4.087343
C32 -2.969140 6.298563 4.751929
C33 -2.332291 5.129799 5.205253
C34 -0.848493 4.998026 5.217756
C35 -3.141419 4.120358 5.717741
C36 -4.526961 4.297249 5.809832
C37 -5.399918 3.147064 6.220978
C38 -5.087322 5.546467 5.538592
C39 -4.317545 6.592496 5.014475
C40 -4.906444 7.939253 4.772027
N3 -2.151998 8.547842 4.663371
C41 -1.415360 9.261507 3.858334
C42 -1.188554 10.696930 4.069851
C43 -0.966891 11.128854 5.403349
C44 -0.747495 12.488888 5.667038
C45 -0.777157 13.420840 4.614295
C46 -1.031958 12.998110 3.301324
C47 -1.286231 11.650739 3.033189
C48 0.881407 9.608752 1.721986
C49 1.597231 9.652387 3.029974
C50 1.476396 10.155654 0.584904
H16 2.400076 11.256631 -1.607016
H17 1.665632 9.974824 -2.622268
H18 0.785826 11.503722 -2.345834
H19 -1.027214 9.706857 -1.676427
H20 -3.152404 9.401041 1.099322
H21 -2.976699 9.105571 -0.634044
H22 -2.844496 7.742597 0.503445
H23 -0.402639 5.238522 -1.035762
H24 -2.071706 5.194613 -0.296073
H25 -1.205146 6.774235 -0.380352
H26 0.844870 6.035700 3.487842
H27 3.189024 6.784509 3.644781
H28 4.538282 7.150855 1.561397
H29 3.383355 7.018212 -0.677236
H30 1.060964 6.355055 -0.823422
H31 -0.568565 4.097573 5.779313
H32 -0.455433 4.872638 4.199519
H33 -0.349017 5.862808 5.685661
H34 -2.684767 3.178905 6.050121
H35 -6.349098 3.523303 6.618912
H36 -5.619248 2.500995 5.357252
H37 -4.891635 2.536311 6.979833
H38 -6.151108 5.719663 5.720075
H39 -5.910627 7.953036 5.212686
H40 -4.293449 8.714823 5.246146
H41 -5.004813 8.176689 3.701793
H42 -0.958845 10.400777 6.211069
H43 -0.569228 12.831712 6.698832
H44 -0.599101 14.480545 4.814428
H45 -1.067817 13.713782 2.470081
H46 -1.557372 11.315867 2.038734
H47 2.685167 9.596547 2.865173
H48 1.384499 10.595306 3.559112
H49 1.305185 8.823337 3.680237
H50 2.469035 10.624201 0.667796

Atomic forces in eV per Å
C -0.4 -0.1 0.1
O 0.6 0.4 0.0
C 0.0 -0.3 0.6
C 0.9 0.0 -0.1
C 0.6 0.5 -0.8
C -0.2 0.1 -0.6
C -2.7 1.4 1.0
C 0.8 -0.4 1.3
C 0.0 0.5 -0.4
C 0.2 -0.1 -0.2
C -0.6 -0.1 -0.2
C 0.4 -0.3 0.4
C -0.4 0.3 0.1
C -0.2 0.5 0.0
C -0.5 0.7 -0.1
C -0.1 -0.2 -0.3
H 0.3 0.0 0.1
H -0.3 -0.4 0.0
H -0.3 0.3 0.0
H 0.0 -0.1 0.0
H 0.1 0.1 0.0
H 1.0 -1.1 -0.6
H 0.6 -0.1 -0.2
H 0.0 0.0 -0.5
H -0.1 0.0 0.3
H 0.1 -0.2 -0.1
H 0.0 0.3 -0.1
H -0.2 0.2 0.1
H -0.2 0.1 0.5
H -0.5 0.2 -0.3
H -0.4 -0.1 0.3
C 0.1 0.0 0.2
C 0.1 -0.4 -0.4
C -0.2 0.2 0.7
C 0.5 0.1 -0.1
C -0.6 -0.1 -0.2
C 1.0 0.6 -0.7
N -1.1 -0.7 1.4
C -1.1 2.0 0.9
C -3.0 -3.4 -1.4
C 1.4 0.1 -0.5
C -0.5 0.1 -0.9
C -0.2 0.3 -0.6
C 0.8 -0.1 -0.2
C -0.4 -0.2 0.0
C 0.2 0.4 0.4
C -0.5 -0.1 -0.7
C 0.4 0.0 0.5
O 3.7 2.1 0.6
N 1.6 1.5 -0.1
C -0.8 -0.8 0.9
C -0.7 0.3 0.1
C 0.5 -0.1 -0.1
C -0.1 0.2 -0.2
C 0.0 0.0 0.0
C -0.1 -0.1 0.2
C 0.3 0.1 -0.2
C 0.4 -1.0 0.0
C -0.5 0.3 0.0
N 0.7 -0.9 -0.7
C -0.5 -0.8 -1.0
C -0.1 1.0 0.6
C 0.1 0.4 -0.7
C -0.2 0.0 -0.2
C 0.1 -0.4 -0.1
C -0.2 -0.1 0.1
C 0.3 -0.3 0.7
C -0.1 -0.4 -0.5
C 0.5 0.1 0.4
C -0.2 0.3 -0.1
H -0.3 -0.1 -0.2
H -0.1 0.3 0.3
H 0.3 -0.2 0.1
H 0.1 0.0 0.3
H 0.3 -0.3 -0.2
H 0.0 -0.2 0.3
H 0.1 0.5 0.0
H -1.1 0.4 1.1
H 0.4 0.2 -0.2
H 0.4 -1.4 0.1
H 0.3 -0.1 -0.2
H 0.0 -0.1 -0.3
H -0.3 -0.1 0.0
H 0.0 -0.1 0.6
H 0.4 -0.1 0.7
H 0.0 0.3 -0.2
H 0.0 0.0 0.4
H -0.2 -0.2 -0.2
H -0.2 0.4 -0.1
H 0.2 -0.2 0.0
H 0.1 0.2 0.2
H -0.3 0.1 -0.2
H 0.3 -0.1 -0.1
H 0.2 0.1 -0.2
H -0.4 -0.2 -0.2
H 0.1 -0.1 0.2
H 0.1 0.1 -0.2
H -0.1 -0.3 -0.6
H -0.1 -0.4 0.0
H 0.0 -0.3 0.5
H 0.2 0.2 0.0
H -0.4 0.0 0.1
H 0.1 -0.3 -0.2
H 0.1 0.1 0.0
H -0.5 -0.3 0.0

Atom charges from the Löwdin analysis, given in e for atoms 1 to 5:
1. C -0.064
2. O -0.086
3. C -0.267
4. C 0.020
5. C -0.017